# 1
A molecular structure, C25H42N2O5OsP. Source: the Open Molecules 2025 dataset; level of theory: ωB97M-V with the def2-TZVPD basis set.

```
76
Properties=species:S:1:pos:R:3:mulliken_charge:R:1
Os 0.07230 0.06714 -0.16284 -0.62
C 1.40604 0.32414 -1.18677 -0.99
C 2.37570 0.78605 -2.15131 1.16
C 3.45409 0.00562 -2.57503 -0.08
C 4.36378 0.50292 -3.49536 -0.67
C 4.21474 1.78634 -4.00701 -0.34
C 3.14975 2.57333 -3.58358 -0.58
C 2.23842 2.08166 -2.66365 -0.12
H 3.56640 -0.99426 -2.17413 0.48
H 5.19580 -0.11365 -3.81479 0.36
H 4.92328 2.17039 -4.73086 0.35
H 3.03313 3.57962 -3.96910 0.37
H 1.41156 2.68357 -2.30749 0.29
C -1.93134 2.52244 -1.38484 -1.28
C -1.35618 2.82233 0.00689 2.01
C -2.47689 2.75878 1.06246 -1.40
C -0.79907 4.25251 0.00479 -1.79
O -0.29440 1.98385 0.34532 -0.69
H -2.72411 3.23296 -1.64654 0.47
H -2.32714 1.50686 -1.42345 0.09
H -1.13901 2.58486 -2.13294 0.16
H -3.37201 3.29693 0.73005 0.33
H -2.13195 3.20971 1.99587 0.43
H -2.73853 1.72472 1.27202 0.14
H -1.58371 4.99487 -0.17598 0.37
H -0.03436 4.35417 -0.76824 0.31
H -0.33414 4.45545 0.97083 0.40
C 2.20160 -5.80191 1.13461 -2.03
C 1.78218 -4.35996 0.88431 1.77
C 1.90228 -3.54364 2.16742 -1.51
C 2.61826 -3.73943 -0.23054 -1.37
O 0.41141 -4.45878 0.44264 0.24
P -0.63321 -3.22309 0.51691 0.73
O -1.32181 -3.17735 1.82605 -0.81
O 0.10054 -2.02158 -0.00322 -0.14
O -1.64614 -3.64941 -0.66733 -0.25
C -2.38227 -4.87710 -0.77546 1.82
C -3.70438 -4.48630 -1.42455 -1.50
C -1.59090 -5.80776 -1.68900 -1.63
C -2.64484 -5.54709 0.56991 -1.60
H 3.25647 -5.84780 1.41273 0.44
H 2.05059 -6.39775 0.23254 0.36
H 1.60478 -6.23362 1.93966 0.42
H 2.94190 -3.55117 2.50226 0.48
H 1.26798 -3.96583 2.94796 0.35
H 1.59857 -2.51003 2.00121 0.20
H 3.66809 -3.69638 0.06973 0.47
H 2.26302 -2.73164 -0.44380 0.08
H 2.53587 -4.34109 -1.13858 0.34
H -3.51591 -3.95424 -2.35892 0.34
H -4.25924 -3.82684 -0.75489 0.17
H -4.30933 -5.37108 -1.63501 0.47
H -1.41344 -5.32362 -2.65069 0.35
H -2.13862 -6.73892 -1.85450 0.41
H -0.62706 -6.03501 -1.23466 0.18
H -3.13580 -4.85741 1.25454 0.34
H -1.71254 -5.86241 1.03751 0.22
H -3.27740 -6.42397 0.40940 0.49
N -2.02938 -0.42925 0.25496 -0.40
C -3.12865 -0.74527 0.13062 -0.06
N -4.38690 -1.09880 -0.05431 0.24
C -5.33714 -0.94439 1.04698 -0.90
C -6.03313 0.40866 0.95797 -0.22
C -6.69899 0.56919 -0.40888 -0.79
C -5.67295 0.39609 -1.53001 -0.31
C -4.94388 -0.93744 -1.40069 -0.94
H -4.80091 -1.07338 1.98521 0.54
H -6.06586 -1.75660 0.95750 0.36
H -5.28061 1.19283 1.08632 0.04
H -6.75950 0.50966 1.76739 0.38
H -7.17400 1.54921 -0.48368 0.38
H -7.49017 -0.18176 -0.51948 0.32
H -4.93906 1.20616 -1.48386 0.06
H -6.15697 0.44411 -2.50835 0.41
H -4.12646 -1.02168 -2.11492 0.53
H -5.63154 -1.77152 -1.57304 0.38
```

Computed properties:
Calculated total energy   -51583.600 eV
Maximum force   0.547 eV Å⁻¹
Energy above the lowest of the compared OMol25 structures with the same formula, charge and spin   0.521 eV
HOMO (spin up / spin down)   -2.94 / -2.94 eV
Net charge   -1
HOMO-LUMO gap (spin up / spin down)   5.5 / 5.5 eV

=====

# 2
7 unconnected molecules or ions with the total composition C22H41NO6 in a non-equilibrium geometry. Source: the Open Molecules 2025 dataset; level of theory: ωB97M-V with the def2-TZVPD basis set.

```
70
Properties=species:S:1:pos:R:3:mulliken_charge:R:1
C -2.93614 3.34091 -1.47211 -0.39
C -2.83497 2.36803 -2.48201 -0.36
C -3.61265 1.34621 -2.04713 -0.54
N -4.16073 1.68501 -0.85040 0.10
C -3.80077 2.92897 -0.49868 -0.69
H -2.46993 4.29322 -1.43876 0.51
H -2.17997 2.39745 -3.36461 0.38
H -3.95920 0.44289 -2.49221 0.43
H -4.82778 1.08464 -0.38113 0.22
H -4.19126 3.38072 0.40624 0.42
C -4.55495 -1.94069 2.09249 -1.21
C -3.86000 -2.39512 0.82376 0.84
C -3.29284 -3.77010 0.76848 -0.95
O -3.67782 -1.61176 -0.06831 -0.50
H -4.51885 -0.84794 2.16894 0.28
H -4.14995 -2.45788 2.96548 0.35
H -5.67882 -2.15892 2.02955 0.34
H -3.46107 -4.27915 -0.18102 0.35
H -3.68318 -4.32653 1.61713 0.35
H -2.23505 -3.64278 0.87059 0.14
C 0.34975 0.43948 3.45795 -0.73
C 0.23731 -0.85346 2.64837 0.67
C 1.35830 -1.21461 1.71893 -0.05
O -0.76907 -1.53362 2.63589 -0.56
H -0.12225 1.26868 2.91308 0.17
H 1.40387 0.71001 3.64283 0.00
H -0.23349 0.32527 4.36633 0.44
H 0.99408 -2.16705 1.24239 -0.06
H 2.39879 -1.25624 2.09920 0.30
H 1.53534 -0.43043 0.98507 -0.21
C 0.94849 -5.00576 -0.36369 -0.45
C 1.37837 -6.09396 -1.33113 0.57
C 0.90038 -6.01779 -2.80107 -1.01
O 2.19130 -6.94372 -0.96571 -0.56
H -0.14309 -5.11942 -0.31506 0.11
H 1.22067 -4.04273 -0.79546 0.17
H 1.52027 -5.20974 0.56842 0.30
H 1.07093 -4.96744 -3.14142 0.26
H -0.12377 -6.25091 -2.96156 0.32
H 1.56804 -6.71606 -3.35241 0.29
C 1.38951 5.14429 -0.50742 -1.33
C 2.54539 4.56521 -1.25877 0.99
C 2.18505 3.54813 -2.30086 -0.75
O 3.64699 4.91133 -1.03533 -0.54
H 1.56496 6.01628 0.14070 0.33
H 0.66924 4.44106 -0.09854 0.24
H 0.77670 5.51922 -1.30417 0.47
H 1.48200 4.00975 -3.02892 0.44
H 1.70261 2.69906 -1.81625 -0.19
H 3.05832 3.18466 -2.81272 0.34
C 4.40904 2.15443 0.71846 -1.05
C 3.43881 2.10195 1.85935 0.91
C 3.89618 1.75431 3.27192 -1.25
O 2.31652 2.38327 1.62946 -0.46
H 3.81063 2.28506 -0.19523 0.01
H 4.82569 1.17689 0.65405 0.41
H 5.12887 2.86945 0.97908 0.44
H 3.99256 0.63364 3.33274 0.25
H 3.23861 2.11090 4.11892 0.32
H 4.95315 2.04330 3.47949 0.39
C -0.49476 -0.62753 -2.45034 -1.15
C 0.32736 0.11792 -1.40211 0.83
C -0.35099 1.06964 -0.49851 -0.17
O 1.49924 -0.12220 -1.32197 -0.60
H -1.30586 -1.18586 -2.01175 0.17
H 0.29114 -1.34109 -2.77605 0.44
H -0.89927 0.03228 -3.22974 0.18
H -0.97473 1.78659 -1.06738 -0.16
H 0.32064 1.52439 0.16443 0.06
H -1.04191 0.43599 0.05017 0.38
```

Computed properties:
Calculated total energy   -37252.381 eV
Maximum force   3.298 eV Å⁻¹
Energy above the lowest of the compared OMol25 structures with the same formula, charge and spin   0.000 eV
HOMO   -8.46 eV
SMILES   c1cc[nH]c1.CC(C)=O.CC(C)=O.CC(C)=O.CC(C)=O.CC(C)=O.CC(C)=O
HOMO-LUMO gap   9.0 eV

=====

# 3
2 unconnected molecules or ions with the total composition C6H13N2O in a non-equilibrium geometry. Source: the Open Molecules 2025 dataset; level of theory: ωB97M-V with the def2-TZVPD basis set.

```
22
Properties=species:S:1:pos:R:3:mulliken_charge:R:1
C 1.21582 0.56730 0.16457 0.62
C 2.73268 -1.07707 -0.48191 -1.36
C 3.64528 1.24405 0.11045 -1.14
C -3.65670 0.73216 0.24768 -0.79
C -2.42547 -1.37828 0.44870 -0.93
C 2.49287 0.35889 -0.08786 0.37
N -1.52763 0.23797 -0.96056 -0.49
N -2.49718 -0.06713 -0.17995 0.61
O 0.09874 0.67386 0.29028 -0.36
H 3.36567 -1.25833 -1.35558 0.33
H 1.91116 -1.66852 -0.54811 0.38
H 3.32728 -1.52037 0.31908 0.31
H 4.02013 0.90226 1.13641 0.28
H 3.34217 2.28342 0.09417 0.36
H 4.35152 1.04729 -0.67081 0.33
H -4.25869 0.30477 1.15777 0.30
H -4.20767 0.96870 -0.63867 0.33
H -3.16269 1.57518 0.59910 0.40
H -2.30378 -1.21577 1.46805 0.45
H -1.54596 -1.79036 0.10614 0.31
H -3.27094 -2.01058 0.36647 0.40
H -1.64660 1.09057 -1.58542 0.28
```

Computed properties:
Calculated total energy   -11449.479 eV
Maximum force   6.358 eV Å⁻¹
Energy above the lowest of the compared OMol25 structures with the same formula, charge and spin   5.236 eV
HOMO (spin up / spin down)   -11.51 / -11.51 eV
Net charge   +1
HOMO-LUMO gap (spin up / spin down)   6.3 / 6.3 eV

=====

# 4
2 unconnected molecules or ions with the total composition C2H9N2 in a non-equilibrium geometry. Source: the Open Molecules 2025 dataset; level of theory: ωB97M-V with the def2-TZVPD basis set.

```
13
Properties=species:S:1:pos:R:3:mulliken_charge:R:1
C -2.22814 0.19931 0.45368 -1.23
H -3.28107 0.28749 0.72125 0.32
H -1.53159 0.31333 1.29079 0.26
H -2.23835 -0.80680 0.01858 0.33
H -1.99702 1.02663 -0.21206 0.35
N 0.36793 -0.16135 -0.81412 -0.26
C 1.30740 0.16263 0.06389 0.29
N 2.57830 -0.15790 -0.14189 -0.31
H 0.47152 0.09938 -1.78369 0.27
H -0.50711 -0.52926 -0.44769 0.18
H 1.04941 0.29580 1.11292 0.26
H 3.15936 -0.00799 0.66705 0.28
H 2.84936 -0.72125 -0.92870 0.26
```

Computed properties:
Calculated total energy   -5193.025 eV
Maximum force   3.219 eV Å⁻¹
Energy above the lowest of the compared OMol25 structures with the same formula, charge and spin   0.929 eV
HOMO   -16.02 eV
Net charge   +1
HOMO-LUMO gap   11.2 eV

=====

# 5
A molecular structure, C18H35NP2PmS2 in a non-equilibrium geometry. Source: the Open Molecules 2025 dataset; level of theory: ωB97M-V with the def2-TZVPD basis set.

```
59
Properties=species:S:1:pos:R:3:lowdin_spin:R:1
Pm 0.27119 -0.17164 -0.01013 4.09
S -0.92548 2.34146 -0.41391 -0.01
S -0.86240 -2.73373 -0.24183 -0.01
C -2.75894 2.34198 -0.45494 0.00
C -0.52717 2.40885 -2.20732 0.00
C -0.94700 1.15715 -2.97629 0.00
N -0.28194 -0.06671 -2.40026 -0.01
C -0.87359 -1.37175 -2.83850 0.00
C -0.36559 -2.56727 -2.02047 0.00
H 0.55595 2.58414 -2.26888 0.00
H -1.05054 3.29015 -2.60527 0.00
H -0.64601 1.25817 -4.03575 0.00
H -2.03522 1.02337 -2.94031 0.00
H -0.58890 -1.54212 -3.89374 0.00
H -1.96813 -1.29971 -2.79822 0.00
H 0.73523 -2.59935 -1.98827 0.00
H -0.73183 -3.49095 -2.48613 0.00
C -2.69106 -2.55117 -0.29378 0.00
H 0.66098 -0.04996 -2.80074 0.00
H -3.05072 -1.70774 -0.88889 0.00
H -3.00238 -2.41918 0.74322 0.00
H -3.11445 -3.47874 -0.67602 0.00
H -3.07367 2.31271 0.58603 0.00
H -3.21425 1.50523 -0.99033 0.00
H -3.07998 3.28840 -0.89244 0.00
C 5.30544 0.12964 -1.78191 0.00
C 5.48063 0.14340 -0.45303 0.00
H 5.21047 1.05427 -2.35590 0.00
H 5.30184 -0.80547 -2.34614 0.00
H 5.58146 1.07954 0.10030 0.00
H 5.57453 -0.78028 0.12011 0.00
C 2.63827 1.71127 -0.18481 0.00
P 2.20941 0.79405 1.68101 -0.03
C 2.14493 2.36363 2.60979 0.00
C 1.64331 -0.47528 2.92693 0.00
C 2.71670 -1.16314 3.52602 0.00
C 2.48222 -2.07914 4.53413 0.00
C 1.18621 -2.43148 4.90911 0.00
C 0.08956 -1.84421 4.26195 0.00
C 0.29404 -0.80640 3.34655 0.00
P -1.17584 -0.08021 2.46552 -0.01
C -2.62787 -0.90567 3.21435 0.00
C -1.37315 1.58833 3.18754 0.00
H 3.57646 2.27760 -0.06916 0.00
H 1.82762 2.37134 -0.52474 0.00
H 2.86366 0.91328 -0.91252 0.00
H 1.67422 2.08202 3.56236 0.00
H 3.13735 2.80492 2.80131 0.00
H 1.52984 3.12524 2.10740 0.00
H 3.74281 -0.94976 3.20225 0.00
H 3.32722 -2.54858 5.04146 0.00
H 1.02376 -3.18819 5.69373 0.00
H -0.90282 -2.25304 4.48470 0.00
H -2.71120 -0.72182 4.29770 0.00
H -3.53916 -0.51417 2.73460 0.00
H -2.59748 -1.99087 3.04432 0.00
H -1.34602 1.54828 4.28882 0.00
H -0.57394 2.25128 2.83475 0.00
H -2.33858 2.01062 2.86187 0.00
```

Computed properties:
2S+1   5
Calculated total energy   -77498.173 eV
Maximum force   3.278 eV Å⁻¹
Energy above the lowest of the compared OMol25 structures with the same formula, charge and spin   1.740 eV
⟨S²⟩   6.020
HOMO (spin up / spin down)   -17.16 / -17.19 eV
Net charge   +3
HOMO-LUMO gap (spin up / spin down)   6.4 / 6.5 eV